ORCA calculation (ωB97M-V/def2-TZVPD) on a structure of composition C3H5NO2.

Properties
- HOMO (eV) = -9.619
- ΔE to the lowest compared entry with this formula, charge and spin (kcal/mol) = 68.2
- E_LUMO (eV) = 0.8
- gap between HOMO and LUMO (eV) = 10.4567

Structure (XYZ):
```
11
Properties=species:S:1:pos:R:3:nbo_charge:R:1
O -1.69 0.39 1.39 -0.6597
C -0.46 0.16 0.86 0.0966
C 0.61 -1.03 -0.30 -0.2316
N 1.31 0.23 -0.49 -0.6623
C 0.00 0.83 -0.35 0.5821
O -0.66 1.39 -1.20 -0.6090
H -2.28 0.80 0.74 0.4975
H 0.25 0.03 1.67 0.2065
H 1.06 -1.76 0.37 0.1965
H 0.25 -1.46 -1.24 0.1977
H 1.63 0.40 -1.44 0.3858
```